No. 1
ORCA calculation (ωB97M-V/def2-TZVPD) on a cluster of 4 separate species, C16H22N5O2PSi in total.

Each line ends with the natural charge from an NBO analysis.
CARTESIAN COORDINATES (ANGSTROEM)
P  -1.975  3.949  -0.861  1.076
Si  -1.352  2.186  0.393  1.389
O  -1.984  3.463  -2.272  -1.094
O  -3.787  2.882  2.785  -0.490
N  1.189  -4.332  -1.007  -0.513
N  -2.677  -2.353  -2.521  -0.504
N  -1.523  2.555  2.130  -0.913
N  -3.542  0.816  -0.837  -0.822
N  2.161  3.780  3.005  -0.507
C  2.205  -3.460  -0.735  -0.085
C  4.358  3.752  3.263  -0.297
C  2.542  5.076  3.213  -0.079
C  -3.256  -3.530  -2.909  -0.070
C  -2.289  0.614  -0.039  -0.673
C  -1.339  -2.391  -2.786  -0.076
C  3.902  5.094  3.375  -0.310
C  1.354  -5.472  -0.272  -0.075
C  3.259  2.966  3.037  -0.082
C  -2.277  -4.331  -3.434  -0.306
C  3.029  -4.046  0.191  -0.299
C  -1.057  -3.605  -3.356  -0.333
C  2.488  -5.326  0.485  -0.314
C  -2.674  2.741  2.483  0.856
C  1.563  1.791  -0.256  -0.078
C  0.433  1.943  0.124  -0.563
H  -3.298  4.314  -0.507  -0.061
H  -0.085  -3.937  -3.686  0.223
H  -4.311  -3.697  -2.778  0.212
H  1.817  5.872  3.228  0.207
H  5.374  3.406  3.340  0.219
H  3.920  -3.607  0.609  0.216
H  2.256  -2.501  -1.221  0.204
H  2.885  -6.054  1.172  0.219
H  -3.159  -1.576  -2.103  0.425
H  -2.541  0.117  0.896  0.229
H  -3.828  1.787  -0.870  0.355
H  -4.278  0.364  -0.304  0.357
H  3.165  1.903  2.896  0.212
H  0.434  -4.159  -1.652  0.427
H  2.505  1.694  -0.739  0.241
H  -1.118  5.048  -0.632  -0.038
H  -2.418  -5.323  -3.827  0.225
H  -0.702  -1.554  -2.550  0.213
H  1.218  3.470  2.851  0.417
H  4.503  5.969  3.555  0.221
H  0.654  -6.286  -0.348  0.209
H  -1.613  0.010  -0.639  0.230

Values from the calculation:
HOMO energy: -8.13 eV
SMILES string: C#C[Si@@](CN)(N=C=O)[PH2]=O.c1cc[nH]c1.c1cc[nH]c1.c1cc[nH]c1
Gap between HOMO and LUMO: 8.02 eV
Multiplicity: 1

=====

No. 2
ORCA calculation (ωB97M-V/def2-TZVPD) on a structure of composition C16H23BBaN6.

Each line ends with the Löwdin charge.
CARTESIAN COORDINATES (ANGSTROEM)
Ba  0.871  0.407  0.858  1.804
N  -1.724  -0.312  1.429  -0.028
N  -2.597  2.490  1.147  -0.048
N  -3.816  0.976  -0.520  0.031
N  -1.258  2.379  0.780  -0.096
N  -2.681  0.550  -1.182  0.155
N  -3.027  0.079  1.678  0.035
C  -0.701  3.594  1.016  -0.146
C  -1.538  -1.478  2.099  -0.078
C  3.862  -2.416  -0.949  -0.660
C  -4.399  0.468  -2.608  0.122
C  -3.609  -0.776  2.542  0.067
C  -4.868  0.930  -1.365  0.076
C  -1.650  4.441  1.616  -0.030
C  1.230  -1.784  -0.774  -0.273
C  -3.013  0.251  -2.425  -0.034
C  -2.826  3.708  1.682  -0.051
C  4.373  -2.192  -2.375  -0.049
C  2.447  -2.012  -0.827  -0.310
C  -2.699  -1.788  2.826  0.115
C  2.608  1.825  -0.621  -0.199
C  4.721  -1.630  0.061  -0.058
C  3.980  -3.907  -0.629  -0.056
B  -3.638  1.337  0.990  -0.456
H  4.281  -1.148  -2.685  0.081
H  0.330  3.828  0.749  0.108
H  -4.684  1.637  1.479  0.128
H  -2.868  -2.628  3.469  0.145
H  5.775  -1.930  -0.021  0.097
H  -1.518  5.452  1.959  0.111
H  2.970  0.826  -0.922  0.005
H  3.799  -2.808  -3.071  0.092
H  -5.852  1.228  -1.033  0.159
H  -4.954  0.311  -3.504  0.136
H  2.502  1.959  0.489  -0.063
H  -0.609  -2.040  2.032  0.116
H  -2.285  -0.095  -3.137  0.138
H  4.388  -1.841  1.087  0.082
H  1.653  1.999  -1.142  0.019
H  -3.806  3.956  2.072  0.135
H  5.024  -4.226  -0.694  0.094
H  5.426  -2.480  -2.450  0.093
H  3.391  -4.490  -1.340  0.093
H  -4.617  -0.593  2.896  0.165
H  3.615  -4.118  0.380  0.087
H  3.330  2.607  -0.962  0.080
H  4.662  -0.544  -0.099  0.066

Values from the calculation:
HOMO energy (spin up / spin down): -13.30 / -13.32 eV
Total charge: +2
Gap between HOMO and LUMO (spin up / spin down): 2.27 / 3.09 eV
Multiplicity: 1

=====

No. 3
ORCA calculation (ωB97M-V/def2-TZVPD) on the molecule C16H23BN2O4.

Each line ends with the natural charge from an NBO analysis.
CARTESIAN COORDINATES (ANGSTROEM)
O  2.445  3.082  -1.820  -0.868
O  1.266  0.955  -2.226  -0.927
O  -2.241  -2.242  -3.316  -0.585
O  0.322  -0.823  -0.217  -0.657
N  -0.131  1.295  0.243  -0.608
N  -2.124  -0.591  -1.698  -0.461
C  1.208  1.095  3.057  -0.228
C  1.272  1.841  0.141  -0.374
C  -0.493  0.022  -0.077  0.684
C  2.461  1.284  5.155  -0.220
C  -1.037  -3.473  -0.333  -0.655
C  2.220  0.964  0.877  -0.447
C  2.337  1.125  2.341  -0.014
C  -2.141  -3.109  -1.163  -0.076
C  -2.173  -1.930  -2.141  0.675
C  3.654  1.377  4.465  -0.226
C  -1.970  -0.288  -0.302  -0.277
C  3.589  1.342  3.113  -0.189
C  -2.605  0.362  -2.631  -0.223
C  -1.682  0.510  -3.815  -0.635
C  1.265  1.077  4.457  -0.197
C  -3.301  -3.862  -1.111  -0.360
B  1.656  2.000  -1.421  1.109
H  -2.712  1.369  -2.249  0.201
H  -3.636  0.153  -3.038  0.197
H  0.309  0.869  4.941  0.209
H  3.200  1.176  0.385  0.218
H  -0.856  1.988  0.070  0.392
H  -4.167  -3.720  -1.736  0.202
H  4.459  1.413  2.463  0.204
H  0.987  0.144  -1.669  0.527
H  -2.494  0.684  -0.003  0.197
H  -0.788  1.050  -3.547  0.212
H  1.238  2.747  0.605  0.224
H  -2.084  1.033  -4.702  0.212
H  2.569  2.892  -2.760  0.490
H  1.976  -0.120  0.668  0.274
H  0.244  0.893  2.562  0.211
H  -2.314  -1.014  0.364  0.236
H  -3.331  -4.791  -0.579  0.190
H  2.530  1.182  6.230  0.211
H  -0.888  -4.587  -0.320  0.222
H  -1.355  -0.509  -4.230  0.248
H  4.570  1.452  5.038  0.219
H  -0.147  -3.134  -0.761  0.238
H  -1.105  -3.183  0.691  0.224

Values from the calculation:
HOMO energy: -8.84 eV
Energy relative to the best compared isomer or geometry (same formula, charge and spin): 212.1 kJ/mol
SMILES string: C=C(C)C(=O)N(CC)CC(=O)N[C@@H](Cc1ccccc1)B(O)O
Gap between HOMO and LUMO: 9.19 eV
Multiplicity: 1

=====

No. 4
ORCA calculation (ωB97M-V/def2-TZVPD) on a structure of composition C16H23CdN2O8S.

Each line ends with the natural charge from an NBO analysis.
CARTESIAN COORDINATES (ANGSTROEM)
Cd  9.331  8.322  7.475  1.732
S  10.650  10.561  10.277  1.306
O  7.454  8.201  11.320  -0.710
O  11.836  9.621  10.274  -1.014
O  8.985  10.543  7.004  -0.925
O  9.623  6.584  6.182  -0.913
O  8.699  4.713  5.323  -0.668
O  9.965  12.494  6.492  -0.674
O  7.058  9.092  6.346  -0.797
O  8.975  8.376  9.673  -0.890
N  11.454  9.285  7.403  -0.927
N  7.458  6.651  8.019  -0.510
C  8.846  5.531  6.190  0.778
C  13.394  13.509  10.855  -0.228
C  12.758  14.624  10.272  0.001
C  6.280  7.114  7.359  -0.239
C  6.094  8.621  7.338  -0.089
C  12.742  12.318  11.024  -0.181
C  7.945  7.877  10.238  0.780
C  10.850  13.235  9.934  -0.139
C  10.024  11.321  6.750  0.784
C  9.907  10.495  11.907  -0.838
C  13.580  15.881  10.131  -0.630
C  11.415  14.517  9.874  -0.231
C  7.273  6.703  9.475  -0.346
C  11.463  12.155  10.503  -0.294
C  11.429  10.718  6.971  -0.361
C  7.941  5.400  7.440  -0.335
H  11.763  9.247  8.347  0.417
H  14.597  15.707  9.913  0.214
H  6.265  6.806  6.253  0.227
H  9.952  13.038  9.426  0.220
H  11.864  10.902  5.984  0.214
H  13.601  16.420  11.117  0.210
H  9.471  11.465  12.160  0.229
H  10.934  15.402  9.479  0.215
H  7.524  9.933  6.583  0.526
H  5.387  6.630  7.830  0.167
H  5.107  8.958  6.996  0.172
H  13.339  11.535  11.480  0.229
H  6.190  6.699  9.732  0.197
H  6.223  9.108  8.303  0.183
H  7.712  5.832  9.990  0.218
H  14.372  13.655  11.118  0.196
H  13.167  16.575  9.419  0.215
H  7.114  4.745  7.089  0.190
H  8.516  4.876  8.157  0.207
H  11.943  11.353  7.673  0.212
H  9.167  9.665  11.868  0.292
H  10.747  10.227  12.564  0.228
H  12.176  8.862  6.844  0.380

Values from the calculation:
HOMO energy: -6.00 eV
Total charge: -1
Energy relative to the best compared isomer or geometry (same formula, charge and spin): 0.0 kJ/mol
Gap between HOMO and LUMO: 8.46 eV
Multiplicity: 1

=====

No. 5
ORCA calculation (ωB97M-V/def2-TZVPD) on a structure of composition C16H23Cl2NO2S2.

Each line ends with the natural charge from an NBO analysis.
CARTESIAN COORDINATES (ANGSTROEM)
Cl  5.500  -0.630  0.672  0.097
Cl  4.090  -0.988  -1.816  -0.046
S  -1.244  -1.689  0.194  2.263
S  1.169  -0.633  -0.628  1.189
O  -1.157  -3.399  -0.492  -0.965
O  -0.873  -1.687  1.458  -0.966
N  -0.265  -0.940  -0.799  -1.212
C  1.976  -2.153  -0.100  -0.687
C  -2.779  -1.072  0.017  -0.423
C  -3.158  -0.159  0.860  -0.183
C  2.848  2.817  0.026  -0.410
C  4.455  -1.576  -0.132  -0.115
C  3.139  3.752  -0.916  -0.634
C  -3.551  -1.472  -1.274  -0.081
C  -6.720  0.787  -0.422  -0.552
C  -4.531  0.285  0.820  -0.181
C  0.730  1.315  0.950  -0.365
C  -5.224  -0.106  -0.335  0.023
C  1.352  0.058  1.178  -0.619
C  3.222  -2.243  0.656  -0.268
C  -4.841  -0.880  -1.200  -0.272
C  1.251  2.376  -0.046  -0.382
C  4.478  -2.902  -0.038  -0.429
H  -3.132  -2.348  -1.859  0.288
H  3.221  1.677  -0.081  0.199
H  2.453  0.273  1.176  0.227
H  4.330  -3.603  -0.827  0.255
H  2.443  4.747  -0.926  0.221
H  1.977  -2.866  -1.175  0.281
H  -6.733  1.681  0.141  0.213
H  3.340  -1.832  1.652  0.245
H  0.832  2.012  -0.741  0.168
H  3.014  3.369  -2.000  0.219
H  -2.688  -0.021  1.913  0.247
H  0.865  -0.645  2.026  0.304
H  0.733  2.108  2.165  0.133
H  1.220  -2.750  0.876  0.305
H  2.833  3.070  1.076  0.214
H  -7.384  0.198  -0.447  0.175
H  4.310  3.896  -0.959  0.223
H  5.157  -3.428  0.587  0.245
H  -0.383  1.360  0.983  0.233
H  -5.276  -1.052  -2.213  0.224
H  0.715  3.268  0.191  0.195
H  -6.803  0.992  -1.575  0.198
H  -4.912  1.032  1.384  0.207

Values from the calculation:
HOMO energy: -8.26 eV
Energy relative to the best compared isomer or geometry (same formula, charge and spin): 40.9 kJ/mol
Gap between HOMO and LUMO: 8.33 eV
Multiplicity: 1